No. 1
Here is a 10-piece molecular cluster, C32H64O12S2 overall at a distorted geometry from OMol25. Energies are from ωB97M-V with the def2-TZVPD basis set.

The expectation value of S² is 0.76. As for the net charge: +1. The LUMO energy (alpha / beta) comes out at -4.73 / -8.64 eV. The orbital gap (alpha / beta) is 6.8 / 2.9 eV. Its calculated total energy is -80449.9051 eV. As for the multiplicity: 2.

Geometry (Å):
C  -0.788  1.078  -0.446
C  -0.071  -0.288  -0.724
O  -0.655  -1.224  -1.254
C  1.331  -0.349  -0.263
H  -0.303  1.960  -0.864
H  -1.028  1.248  0.604
H  -1.738  1.145  -0.977
H  1.847  -1.301  -0.386
H  1.322  -0.053  0.786
H  1.840  0.483  -0.750
C  -5.083  0.578  0.503
C  -5.141  0.325  2.008
O  -5.535  -0.754  2.360
C  -4.665  1.339  3.073
H  -5.862  1.265  0.173
H  -5.094  -0.319  -0.115
H  -4.184  1.131  0.232
H  -4.702  0.917  4.077
H  -5.355  2.182  3.096
H  -3.688  1.716  2.772
C  -3.670  -0.329  -2.412
C  -4.048  -1.715  -2.821
O  -5.144  -2.161  -2.785
C  -2.903  -2.618  -3.190
H  -2.773  -0.083  -2.979
H  -3.374  -0.083  -1.392
H  -4.459  0.404  -2.578
H  -2.323  -3.020  -2.360
H  -2.226  -1.977  -3.753
H  -3.143  -3.444  -3.860
C  4.441  -0.478  -1.694
C  5.841  -1.005  -1.812
O  5.990  -2.122  -2.229
C  6.966  -0.049  -1.592
H  4.310  -0.026  -0.711
H  3.710  -1.282  -1.604
H  4.097  0.289  -2.388
H  7.367  -0.146  -0.583
H  6.694  0.935  -1.972
H  7.756  -0.478  -2.208
C  2.276  1.203  -5.945
C  1.405  0.087  -5.368
O  0.622  -0.529  -6.069
C  1.590  -0.339  -3.916
H  2.402  2.089  -5.323
H  1.830  1.533  -6.884
H  3.311  0.899  -6.101
H  0.706  -0.712  -3.399
H  1.850  0.567  -3.369
H  2.456  -1.000  -3.896
C  -0.527  -5.482  -2.530
C  0.851  -4.880  -2.508
O  1.465  -4.559  -3.525
C  1.484  -4.661  -1.121
H  -1.178  -5.065  -1.762
H  -0.539  -6.559  -2.366
H  -1.058  -5.290  -3.463
H  0.766  -4.162  -0.470
H  2.370  -4.044  -1.267
H  1.656  -5.650  -0.696
C  2.961  -3.039  1.379
C  3.514  -3.803  2.597
O  2.819  -4.287  3.475
C  5.101  -3.809  2.753
H  3.414  -3.161  0.395
H  3.147  -1.996  1.635
H  1.873  -3.101  1.361
H  5.591  -4.073  1.816
H  5.316  -4.476  3.588
H  5.517  -2.864  3.102
C  -2.451  4.508  -0.679
C  -3.784  3.813  -0.672
O  -3.981  2.826  -1.324
C  -4.775  4.276  0.377
H  -2.635  5.407  -0.089
H  -2.100  4.832  -1.658
H  -1.816  3.916  -0.021
H  -4.867  5.357  0.273
H  -4.633  3.981  1.417
H  -5.655  3.720  0.054
C  2.820  4.154  1.808
C  1.611  3.448  2.464
C  0.292  3.894  1.774
S  0.534  5.697  1.481
O  -0.111  6.386  2.610
O  0.380  6.130  0.116
C  2.405  5.695  1.818
H  2.925  3.744  0.804
H  3.676  3.903  2.435
H  1.595  3.607  3.542
H  1.752  2.371  2.373
H  -0.633  3.706  2.317
H  0.307  3.488  0.762
H  2.643  6.205  2.751
H  2.753  6.290  0.974
C  -2.329  -2.095  2.631
C  -2.820  -1.840  4.032
C  -1.995  -0.720  4.677
S  -0.396  -0.680  3.733
O  0.679  -1.057  4.689
O  -0.222  0.540  2.937
C  -0.785  -2.054  2.596
H  -2.748  -1.293  2.024
H  -2.684  -3.053  2.251
H  -2.771  -2.769  4.599
H  -3.883  -1.598  4.059
H  -1.882  -0.662  5.760
H  -2.384  0.265  4.419
H  -0.320  -2.875  3.141
H  -0.259  -1.989  1.644

Mulliken population analysis, charges in e, atoms 1 to 4: number 1, C, carries -0.513; number 2, C, carries 0.541; number 3, O, carries -0.592; number 4, C, carries -0.472


No. 2
Here is an isolated ion of composition C7H19N5P and charge +1 at a distorted geometry from OMol25. Energies are from ωB97M-V with the def2-TZVPD basis set.

Its SMILES is CC1=[NH+]P(N(C)C)(N(C)C)=NN1C. As for the net charge: +1. Its energy relative to the best compared isomer or geometry (same formula, charge and spin) is 0.000 eV. The LUMO energy comes out at -2.57 eV. The orbital gap is 9.5 eV. Its calculated total energy is -24299.0152 eV.

Geometry (Å):
C  -1.823  -0.353  -1.093
C  -2.916  -0.295  -2.116
C  -2.086  -2.750  -0.484
C  1.230  2.064  1.857
C  -0.691  0.695  2.656
C  3.113  -0.048  0.291
C  2.052  -0.235  -1.809
N  -0.495  -1.234  0.486
N  -1.539  -1.391  -0.341
N  -0.957  0.758  -0.814
N  0.324  0.984  1.631
N  1.886  0.326  -0.451
P  0.246  0.182  0.251
H  -2.989  -1.111  -2.814
H  -3.004  0.573  -2.709
H  -3.794  -0.356  -1.527
H  -2.511  -2.965  0.467
H  -2.840  -2.576  -1.327
H  -1.262  -3.537  -0.690
H  0.789  3.002  2.310
H  2.137  1.867  2.491
H  1.692  2.159  0.874
H  -1.542  1.489  2.777
H  -1.211  -0.173  2.257
H  -0.209  0.616  3.663
H  3.143  0.446  1.251
H  3.189  -1.062  0.404
H  3.914  0.323  -0.337
H  1.225  -0.013  -2.420
H  2.957  0.025  -2.258
H  2.026  -1.263  -1.693
H  -1.203  1.745  -0.983

Mulliken population analysis, charges in e, atoms 1 to 4: number 1, C, carries 0.849; number 2, C, carries -1.727; number 3, C, carries -0.745; number 4, C, carries -1.024


No. 3
Here is C35H32AsN13O3PbS2 as an isolated structure from OMol25. Energies are from ωB97M-V with the def2-TZVPD basis set.

As for the net charge: -2. Its energy relative to the best compared isomer or geometry (same formula, charge and spin) is 0.685 eV. The LUMO energy comes out at 4.16 eV. The orbital gap is 6.8 eV. Its calculated total energy is -150087.5410 eV.

Geometry (Å):
Pb  -0.005  0.455  0.441
O  -0.661  3.225  3.941
C  -0.419  2.686  2.856
N  -0.231  1.399  2.582
C  0.025  0.477  3.613
C  -0.726  0.359  4.776
C  -0.399  -0.599  5.727
C  0.682  -1.444  5.524
C  1.437  -1.330  4.363
C  1.124  -0.380  3.402
N  1.814  -0.266  2.174
C  2.973  0.377  2.207
O  3.652  0.723  3.190
C  3.573  0.683  0.838
C  4.952  0.848  0.732
C  5.495  1.119  -0.509
C  4.653  1.230  -1.607
C  3.293  1.065  -1.406
N  2.769  0.799  -0.213
C  -0.206  3.603  1.655
C  -0.395  4.971  1.796
C  -0.104  5.794  0.724
C  0.366  5.233  -0.454
C  0.510  3.859  -0.512
N  0.234  3.071  0.519
H  -1.558  1.032  4.923
H  -0.997  -0.687  6.627
H  0.937  -2.192  6.265
H  2.296  -1.971  4.198
H  5.547  0.768  1.631
H  6.567  1.239  -0.625
H  5.036  1.431  -2.598
H  2.587  1.119  -2.230
H  -0.758  5.339  2.745
H  -0.242  6.866  0.804
H  0.600  5.842  -1.318
H  0.839  3.364  -1.419
N  -3.965  -0.071  1.009
C  -3.632  1.132  0.420
N  -4.563  2.048  0.162
N  -3.875  3.050  -0.420
N  -2.625  2.752  -0.497
N  -2.423  1.516  0.029
C  -3.215  -1.229  1.083
N  -3.787  -2.396  1.359
N  -2.763  -3.275  1.305
N  -1.669  -2.669  1.002
N  -1.914  -1.345  0.845
H  -4.928  -0.168  1.275
O  0.238  0.464  -3.657
S  -1.020  0.375  -2.847
C  -2.270  1.246  -3.793
C  -3.546  1.432  -3.280
C  -4.447  2.211  -3.984
C  -4.073  2.804  -5.184
C  -2.788  2.625  -5.675
C  -1.873  1.852  -4.973
C  -1.609  -1.306  -2.950
C  -0.836  -2.231  -3.630
C  -1.193  -3.572  -3.569
C  -2.290  -3.969  -2.819
C  -3.041  -3.031  -2.120
C  -2.700  -1.691  -2.181
H  -3.831  1.024  -2.319
H  -5.428  2.388  -3.563
H  -4.776  3.429  -5.720
H  -2.489  3.101  -6.601
H  -0.859  1.705  -5.320
H  0.045  -1.893  -4.160
H  -0.584  -4.309  -4.076
H  -2.540  -5.020  -2.743
H  -3.857  -3.341  -1.481
H  -3.242  -0.970  -1.586
C  3.549  -5.279  0.458
As  2.974  -3.428  0.568
C  1.374  -3.555  1.613
C  4.353  -2.672  1.686
S  2.846  -2.618  -1.351
H  3.686  -5.699  1.455
H  4.482  -5.317  -0.103
H  2.785  -5.838  -0.080
H  1.630  -4.013  2.569
H  0.659  -4.164  1.063
H  0.934  -2.575  1.773
H  4.633  -3.410  2.439
H  4.005  -1.765  2.175
H  5.198  -2.445  1.037

Mulliken population analysis, charges in e, atoms 1 to 4: number 1, Pb, carries 1.351; number 2, O, carries -0.826; number 3, C, carries -0.009; number 4, N, carries 0.797


No. 4
Here is C11H18BF4N4Ti as an isolated structure at a distorted geometry from OMol25. Energies are from ωB97M-V with the def2-TZVPD basis set.

The expectation value of S² is 2.03. As for the net charge: +1. The LUMO energy (alpha / beta) comes out at -2.60 / -3.06 eV. The orbital gap (alpha / beta) is 6.6 / 10.0 eV. Its calculated total energy is -52323.6165 eV. As for the multiplicity: 3.

Geometry (Å):
Ti  0.162  -0.216  -0.987
C  0.012  2.587  -0.742
C  1.418  2.325  -0.190
N  1.837  0.946  -0.533
C  2.572  0.231  0.536
C  1.562  -0.424  1.454
C  1.737  -0.723  2.786
C  0.751  -1.456  3.451
C  -0.370  -1.899  2.745
C  -0.495  -1.577  1.413
C  -1.558  -2.061  0.451
N  -1.726  -1.043  -0.615
C  -2.719  0.017  -0.318
C  -2.177  1.346  -0.850
N  -0.828  1.473  -0.278
N  0.445  -0.818  0.784
H  0.020  2.590  -1.833
H  -0.354  3.559  -0.399
H  1.386  2.409  0.898
H  2.117  3.069  -0.574
H  2.391  0.960  -1.383
H  3.262  0.880  1.080
H  3.151  -0.567  0.066
H  2.633  -0.406  3.302
H  0.865  -1.692  4.499
H  -1.119  -2.504  3.238
H  -2.500  -2.290  0.952
H  -1.192  -2.977  -0.020
H  -1.988  -1.503  -1.481
H  -2.828  0.088  0.767
H  -3.696  -0.205  -0.745
H  -2.836  2.176  -0.582
H  -2.090  1.307  -1.938
H  -0.920  1.543  0.734
F  1.362  -1.492  -2.034
B  0.628  -1.076  -3.235
F  -0.630  -1.644  -3.103
F  1.304  -1.291  -4.358
F  0.407  0.360  -2.958

Mulliken population analysis, charges in e, atoms 1 to 4: number 1, Ti, carries -0.156; number 2, C, carries -0.604; number 3, C, carries -0.816; number 4, N, carries -0.014